Molecular formula: C4H5N3O
Method: DFT, ωB97M-V/def2-TZVPD

Geometry as XYZ:
```
13
Properties=species:S:1:pos:R:3:forces:R:3:mulliken_charge:R:1
C -1.7770 -1.0975 -0.1146 1.2 -3.6 3.3 -0.96
C -0.4083 -0.5173 0.0692 -3.2 -0.9 -1.2 0.64
C 1.6403 -0.0077 0.0925 1.7 1.8 -0.9 0.31
C -0.4788 0.9043 0.0615 -0.9 4.2 -1.8 0.45
H -1.4860 -2.2430 -0.2434 -1.6 2.1 0.2 0.29
H -2.5493 -0.6743 -0.7604 0.9 0.1 -0.2 0.35
H -2.1757 -0.8910 0.9861 0.3 -0.9 -2.0 0.25
H 3.2142 0.6991 -0.4121 1.3 1.6 -0.5 0.26
H 1.0965 2.2375 0.5882 0.1 -2.3 -1.1 0.29
N 0.7417 -1.0223 0.1571 -0.9 -2.2 -0.1 -0.58
N 2.8325 -0.2038 -0.3552 -2.5 -0.3 1.7 -0.54
N 0.8636 1.2599 0.2137 -0.2 1.9 0.9 -0.16
O -1.5137 1.5561 -0.2826 3.7 -1.4 1.9 -0.60
```
Positions in Å, forces in eV/Å.

Output
maximum force: 5.020 eV/A
energy relative to the best compared isomer or geometry (same formula, charge and spin): 245.8 kJ/mol
HOMO: -10.356 eV
SMILES: [H]/N=C1/N=C(C)C(=O)N1
Kohn-Sham gap: 9.441 eV